(1)
{
  "formula": "C25H36GeN3O9Y",
  "method": "ωB97M-V with the def2-TZVPD basis set",
  "symbols": ["Y", "O", "C", "O", "C", "C", "C", "C", "C", "N", "C", "O", "O", "H", "H", "H", "H", "C", "C", "C", "C", "O", "Ge", "O", "C", "C", "C", "C", "O", "C", "C", "C", "C", "H", "H", "H", "H", "H", "H", "H", "H", "H", "H", "H", "H", "H", "H", "H", "H", "H", "H", "H", "H", "H", "H", "H", "H", "H", "H", "H", "O", "N", "N", "O", "C", "C", "C", "C", "C", "C", "H", "H", "H", "H", "H"],
  "xyz": [[0.1167, 0.1019, 0.0590], [-0.1784, 1.2187, 4.4560], [-0.2874, 1.0175, 3.1595], [0.6276, 0.6231, 2.4563], [-1.6154, 1.3533, 2.5821], [-2.6840, 1.8804, 3.2806], [-3.8200, 2.2356, 2.5554], [-3.8247, 2.0963, 1.1778], [-2.7029, 1.5455, 0.5668], [-1.6504, 1.1505, 1.2633], [-2.5488, 1.4104, -0.9756], [-3.4928, 1.7590, -1.6541], [-1.4072, 0.9548, -1.3149], [0.7203, 1.0284, 4.7593], [-2.6235, 2.0103, 4.3516], [-4.6847, 2.6390, 3.0653], [-4.6591, 2.4017, 0.5624], [1.8824, -0.5258, -3.3691], [0.6898, -1.4259, -3.0374], [1.0313, -2.8761, -3.3754], [-0.5489, -0.9876, -3.8220], [0.4227, -1.3401, -1.6224], [0.1462, -2.8209, -0.4205], [1.1713, -1.8321, 0.8514], [2.2671, -2.3764, 1.6111], [1.9444, -2.2672, 3.1046], [2.4407, -3.8474, 1.2388], [3.5443, -1.5985, 1.2915], [-1.3180, -1.8289, 0.3292], [-2.6084, -2.4038, 0.5729], [-2.5396, -3.9183, 0.3688], [-3.6217, -1.8080, -0.4099], [-3.0040, -2.1088, 2.0196], [2.1963, -0.6962, -4.3977], [2.7144, -0.7406, -2.6990], [1.6065, 0.5222, -3.2615], [1.2392, -2.9809, -4.4374], [0.1833, -3.5245, -3.1227], [1.9122, -3.1985, -2.8094], [-0.2925, -0.8617, -4.8733], [-0.9248, -0.0458, -3.4311], [-1.3403, -1.7363, -3.7370], [0.9327, -2.6318, 3.2957], [2.0197, -1.2316, 3.4248], [2.6498, -2.8638, 3.6818], [1.5391, -4.4112, 1.5055], [3.2917, -4.2807, 1.7586], [2.6128, -3.9373, 0.1590], [3.3577, -0.5314, 1.3806], [3.8751, -1.8049, 0.2725], [4.3312, -1.8834, 1.9894], [-2.3299, -4.1447, -0.6834], [-3.4836, -4.3838, 0.6415], [-1.7461, -4.3472, 0.9927], [-3.1879, -1.7815, -1.4112], [-3.8972, -0.7939, -0.1280], [-4.5272, -2.4134, -0.4362], [-2.3034, -2.5870, 2.7078], [-4.0052, -2.4927, 2.2114], [-3.0032, -1.0360, 2.2106], [2.1201, 0.6544, -0.4649], [2.4194, 1.8545, -0.8424], [1.5655, 2.7349, -0.5194], [0.4712, 2.4377, 0.1226], [1.8159, 4.0852, -0.9262], [3.0287, 4.4394, -1.5148], [3.2418, 5.7589, -1.8683], [2.2609, 6.7160, -1.6411], [1.0542, 6.3479, -1.0677], [0.8259, 5.0301, -0.7059], [3.7870, 3.6909, -1.6814], [4.1826, 6.0455, -2.3182], [2.4416, 7.7494, -1.9053], [0.2861, 7.0899, -0.8980], [-0.1063, 4.7233, -0.2549]],
  "forces_ev_per_a": [[-0.584, 2.366, 0.999], [-0.231, 0.098, 0.166], [0.172, -0.009, -0.156], [-0.183, -0.275, 0.179], [-0.226, 0.030, 0.007], [0.150, -0.064, 0.045], [-0.067, 0.000, -0.111], [0.037, -0.020, 0.196], [0.123, -0.015, -0.600], [-0.383, 0.267, 0.424], [-0.548, 0.276, 0.703], [0.171, -0.107, -0.118], [-0.091, -0.454, -0.344], [0.140, -0.044, -0.084], [-0.016, 0.045, -0.009], [0.024, 0.023, 0.017], [0.012, -0.013, -0.029], [-0.137, -0.101, 0.334], [0.018, -0.098, -0.957], [0.063, 0.126, 0.348], [0.090, -0.100, 0.364], [-0.116, -2.325, 0.120], [-0.221, 3.218, 0.692], [-0.340, -1.605, -0.819], [0.652, -0.215, 0.446], [-0.167, 0.014, -0.299], [-0.252, 0.201, -0.162], [-0.322, -0.092, -0.123], [1.035, -1.415, -0.623], [-0.819, -0.141, 0.033], [0.299, 0.224, -0.039], [0.290, -0.047, 0.050], [0.239, -0.020, -0.126], [-0.051, -0.006, -0.024], [0.028, 0.054, -0.028], [0.041, 0.042, 0.019], [0.001, -0.086, -0.022], [-0.033, -0.030, -0.090], [0.037, -0.007, -0.085], [-0.012, -0.060, -0.013], [-0.027, 0.079, -0.012], [-0.027, 0.031, -0.033], [0.028, -0.008, 0.056], [-0.051, 0.048, 0.042], [0.007, 0.007, 0.000], [0.053, -0.064, 0.073], [0.005, -0.086, -0.020], [0.113, -0.040, 0.023], [0.048, 0.056, 0.017], [0.027, 0.065, 0.007], [0.015, -0.031, -0.024], [-0.087, -0.040, -0.015], [0.004, -0.098, -0.036], [-0.083, -0.037, 0.064], [-0.069, 0.018, -0.019], [0.001, 0.045, -0.040], [-0.025, 0.020, 0.032], [-0.038, 0.010, 0.027], [-0.009, 0.007, 0.029], [-0.036, 0.024, -0.033], [0.437, 0.421, -0.194], [0.407, 0.619, -0.128], [0.194, -0.825, -0.015], [0.324, -0.207, -0.171], [0.093, 0.680, -0.061], [-0.091, -0.160, 0.102], [-0.048, 0.033, 0.014], [-0.025, 0.035, 0.014], [0.077, 0.060, -0.036], [-0.064, -0.241, 0.080], [0.029, -0.004, -0.001], [0.004, -0.025, 0.001], [-0.010, -0.013, -0.030], [-0.011, -0.012, 0.011], [0.009, 0.003, -0.007]],
  "homo_energy_ev": [-10.82, -10.81],
  "charge": 1,
  "multiplicity": 2,
  "relative_energy_kj_mol": 125.5,
  "homo_lumo_gap_ev": [7.66, 3.75],
  "e_tot_ha": -3930.86507,
  "largest_force_ev_per_a": 3.299
}

***

(2)
{
  "formula": "C3H7N2O",
  "method": "ωB97M-V with the def2-TZVPD basis set",
  "symbols": ["C", "C", "N", "C", "N", "H", "H", "H", "H", "H", "H", "H", "O"],
  "xyz": [[1.2575, 0.9612, -0.2498], [1.6207, -0.1563, -0.9080], [1.0408, -1.2287, -0.1912], [0.1833, -0.7346, 0.6908], [0.3104, 0.5811, 0.6981], [1.6080, 1.9628, -0.4315], [2.0216, -0.3602, -1.8799], [1.5905, -2.0673, -0.0842], [-0.5520, -1.1970, 1.3198], [-0.2363, 1.3172, 1.1162], [-3.3524, 0.3887, 0.6574], [-2.8948, 0.3368, -0.8212], [-2.5974, 0.1964, 0.0834]],
  "forces_ev_per_a": [[-0.109, -0.269, -0.919], [-0.324, -0.616, 1.021], [0.082, 0.784, -0.737], [-0.144, 0.771, 0.994], [1.129, 0.913, -0.923], [-0.508, 0.159, 0.077], [0.914, 0.174, 0.127], [-0.747, -0.727, -0.276], [0.226, -0.649, 0.076], [-0.538, -0.560, 0.490], [0.069, -0.062, -0.324], [-0.172, 0.009, 0.072], [0.122, 0.072, 0.321]],
  "homo_energy_ev": -14.69,
  "charge": 1,
  "multiplicity": 1,
  "relative_energy_kj_mol": 64.9,
  "homo_lumo_gap_ev": 11.22,
  "e_tot_ha": -303.01531,
  "largest_force_ev_per_a": 1.721
}

***

(3)
{
  "formula": "C6H9Br",
  "method": "ωB97M-V with the def2-TZVPD basis set",
  "symbols": ["C", "C", "C", "C", "C", "C", "Br", "H", "H", "H", "H", "H", "H", "H", "H", "H"],
  "xyz": [[0.9804, -1.5426, 2.8110], [0.3505, -0.6934, 1.9710], [-0.1096, 0.7157, 0.0513], [0.4283, -0.6084, 0.5783], [-0.6725, 1.0343, -1.4159], [-0.7239, 0.3149, -2.7338], [-1.3364, 2.6895, -1.5245], [0.9236, -1.4098, 3.9287], [1.7870, -2.2737, 2.5080], [-0.3681, 0.1031, 2.2043], [-0.8890, 1.1438, 0.6295], [0.6837, 1.5334, 0.0992], [1.0998, -1.2725, 0.0696], [0.0043, 0.7415, -3.4363], [-1.8050, 0.3224, -3.0352], [-0.3529, -0.7982, -2.7052]],
  "forces_ev_per_a": [[1.513, -0.696, 1.923], [-1.086, 0.759, -1.408], [1.118, 0.829, -3.316], [-0.075, 1.004, 0.163], [1.361, -2.907, 1.273], [0.550, -2.445, 0.761], [-0.844, 2.288, -0.021], [-0.226, -0.203, -1.387], [-1.238, 0.900, -0.015], [0.380, -0.573, 1.564], [-0.728, -0.111, 1.151], [-0.360, -1.062, 0.292], [0.066, -0.029, -0.704], [-0.689, 0.355, -0.259], [1.177, 0.011, -0.447], [-0.920, 1.878, 0.432]],
  "homo_energy_ev": [-7.78, -7.30],
  "multiplicity": 1,
  "relative_energy_kj_mol": 376.5,
  "homo_lumo_gap_ev": [8.39, 6.92],
  "e_tot_ha": -2807.86144,
  "largest_force_ev_per_a": 3.596
}

***

(4)
{
  "formula": "C24H26AuBN6Te",
  "method": "ωB97M-V with the def2-TZVPD basis set",
  "symbols": ["Au", "C", "C", "N", "N", "C", "B", "N", "C", "C", "C", "N", "N", "C", "C", "C", "N", "H", "H", "H", "H", "H", "H", "H", "H", "H", "H", "C", "C", "C", "C", "C", "C", "Te", "C", "C", "C", "H", "H", "H", "H", "H", "H", "H", "H", "H", "H", "H", "C", "C", "C", "C", "C", "C", "H", "H", "H", "H", "H"],
  "xyz": [[0.8571, 0.4131, 0.0567], [4.7653, -0.4097, -1.7174], [3.3889, -0.6202, -1.6520], [2.8633, 0.1394, -0.6989], [3.8615, 0.8369, -0.1276], [5.0162, 0.5248, -0.7304], [3.6616, 1.8692, 1.0228], [3.2662, 1.1905, 2.3300], [4.0017, 1.0938, 3.4573], [3.2622, 0.4061, 4.3910], [2.0586, 0.1182, 3.7262], [2.0689, 0.5921, 2.4902], [2.5719, 2.8804, 0.5841], [2.6614, 4.2159, 0.5519], [1.4744, 4.7297, 0.0656], [0.6879, 3.6055, -0.1814], [1.3591, 2.5045, 0.1364], [5.4712, -0.8703, -2.3846], [2.7653, -1.2784, -2.2331], [5.9341, 0.9869, -0.4101], [4.7002, 2.4515, 1.1774], [4.9887, 1.5219, 3.5094], [3.5436, 0.1570, 5.3990], [1.1880, -0.4037, 4.0930], [3.5669, 4.7037, 0.8700], [1.2169, 5.7617, -0.0899], [-0.3127, 3.5383, -0.5723], [-6.4406, -0.9811, -2.5810], [-5.2178, -0.6266, -1.7813], [-4.6192, -1.5452, -0.9309], [-3.5031, -1.2261, -0.1650], [-2.9107, -2.3011, 0.7062], [-2.9642, 0.0675, -0.2447], [-1.4760, 0.6851, 1.1550], [-3.5351, 1.0006, -1.1225], [-3.0165, 2.4005, -1.3319], [-4.6520, 0.6356, -1.8696], [-6.7459, -2.0107, -2.3991], [-6.2568, -0.8658, -3.6505], [-7.2766, -0.3293, -2.3216], [-5.0296, -2.5464, -0.8587], [-3.5112, -3.2086, 0.6516], [-2.8452, -1.9881, 1.7483], [-1.8982, -2.5423, 0.3822], [-2.0603, 2.5522, -0.8407], [-3.7159, 3.1370, -0.9304], [-2.9024, 2.6012, -2.3981], [-5.0861, 1.3680, -2.5432], [0.3925, -4.3410, -0.2354], [0.3304, -3.5625, -1.3828], [0.3969, -2.1768, -1.2915], [0.5125, -1.5626, -0.0501], [0.5535, -2.3418, 1.0985], [0.5064, -3.7262, 1.0040], [0.3487, -5.4200, -0.3067], [0.2295, -4.0305, -2.3541], [0.3242, -1.5813, -2.1949], [0.6324, -1.8690, 2.0693], [0.5479, -4.3235, 1.9059]],
  "forces_ev_per_a": [[0.025, 0.001, -0.093], [0.002, 0.021, 0.039], [0.040, -0.024, -0.034], [-0.129, 0.030, 0.160], [0.077, 0.152, -0.049], [0.019, -0.068, -0.031], [-0.014, 0.011, -0.036], [0.056, -0.018, 0.088], [-0.054, -0.013, -0.051], [-0.057, -0.025, 0.008], [0.005, -0.022, 0.052], [0.118, 0.024, 0.063], [0.068, -0.034, -0.057], [-0.012, 0.051, -0.047], [0.026, -0.021, 0.018], [0.009, 0.045, 0.000], [-0.105, -0.089, 0.027], [0.006, -0.004, 0.000], [-0.014, 0.005, 0.025], [0.007, 0.005, -0.008], [-0.019, 0.009, -0.023], [-0.001, 0.008, -0.005], [-0.006, -0.005, 0.003], [-0.001, 0.002, 0.016], [0.000, 0.008, 0.008], [0.001, 0.005, 0.003], [0.022, 0.001, 0.055], [0.005, -0.006, -0.017], [0.038, 0.036, 0.045], [0.010, -0.007, -0.046], [0.035, -0.095, 0.082], [-0.020, 0.001, -0.030], [0.092, 0.060, 0.000], [-0.025, 0.018, -0.083], [-0.001, 0.050, -0.065], [0.016, -0.008, 0.050], [0.021, -0.055, -0.026], [0.000, -0.002, -0.002], [-0.001, 0.001, -0.004], [-0.003, -0.002, -0.002], [-0.012, 0.000, 0.007], [-0.016, 0.003, 0.000], [0.001, 0.000, 0.001], [-0.057, 0.000, 0.016], [-0.051, -0.023, -0.038], [0.002, -0.001, 0.014], [-0.005, 0.004, -0.009], [-0.012, 0.004, -0.001], [0.001, 0.025, -0.031], [0.006, -0.034, 0.051], [-0.220, 0.033, -0.021], [-0.073, 0.001, -0.061], [0.197, -0.029, 0.071], [0.005, 0.009, -0.016], [-0.011, -0.003, -0.001], [-0.001, -0.006, -0.003], [0.013, 0.000, 0.018], [-0.001, -0.019, -0.034], [-0.001, -0.011, 0.004]],
  "homo_energy_ev": -7.54,
  "multiplicity": 1,
  "relative_energy_kj_mol": 28.5,
  "homo_lumo_gap_ev": 7.43,
  "e_tot_ha": -1687.30899,
  "largest_force_ev_per_a": 0.223
}

***

(5)
{
  "formula": "C4H10OS",
  "method": "ωB97M-V with the def2-TZVPD basis set",
  "symbols": ["C", "C", "O", "H", "H", "H", "H", "C", "C", "S", "H", "H", "H", "H", "H", "H"],
  "xyz": [[-0.8933, 0.3414, 2.7104], [-0.0692, -0.5186, 1.8574], [1.1171, -0.8846, 2.0596], [-1.8857, -0.2176, 2.7640], [-0.3777, 0.4435, 3.6262], [-0.9519, 1.2983, 2.1028], [-0.5795, -0.9886, 0.9924], [1.5017, 1.2482, -1.4451], [0.7632, -0.0644, -1.5496], [-1.1656, -0.1701, -1.5666], [1.0044, 1.9280, -2.2934], [1.4104, 1.7209, -0.4155], [2.5632, 1.2771, -1.5899], [0.9757, -0.6967, -0.6562], [1.1076, -0.7718, -2.4470], [-1.3685, -0.2347, -2.9335]],
  "forces_ev_per_a": [[-1.062, -0.094, -1.754], [3.576, -2.694, -0.260], [-3.274, 1.495, -0.343], [1.021, 1.259, 0.200], [0.144, 0.497, 1.176], [-0.454, -0.814, 1.037], [0.009, 0.357, -0.004], [-2.555, 2.568, -0.848], [0.271, -3.435, -0.661], [1.454, 0.526, -1.013], [1.273, -0.903, 2.075], [-0.488, -0.422, -1.294], [0.568, -0.785, -0.508], [-0.058, 0.441, -0.600], [-0.712, 1.852, 1.771], [0.287, 0.151, 1.025]],
  "homo_energy_ev": -9.31,
  "multiplicity": 1,
  "relative_energy_kj_mol": 148.7,
  "homo_lumo_gap_ev": 10.06,
  "e_tot_ha": -631.76804,
  "largest_force_ev_per_a": 4.485
}

***

(6)
{
  "formula": "C4H3N3O",
  "method": "ωB97M-V with the def2-TZVPD basis set",
  "symbols": ["C", "C", "C", "C", "H", "H", "H", "N", "N", "N", "O"],
  "xyz": [[1.3803, 1.0791, 0.1005], [-0.1287, -0.7891, -0.0580], [-1.5493, -0.9474, 0.1520], [-0.0155, 0.6341, -0.1667], [1.4303, 1.3723, 1.2918], [2.3518, 2.0124, -0.4335], [-2.3029, -1.6947, 0.1260], [1.1014, -1.2344, -0.0416], [-2.2021, 0.1926, -0.0216], [-1.1972, 1.2382, -0.0626], [2.0607, -0.3657, -0.0337]],
  "forces_ev_per_a": [[3.512, 1.338, 1.551], [2.205, 1.790, 0.187], [-2.335, 0.751, -1.685], [-2.749, 3.487, 0.691], [0.037, -0.958, -2.972], [-3.776, -3.198, 1.112], [0.505, -1.636, 0.297], [-1.095, -3.479, 0.494], [3.287, -0.230, 1.092], [1.674, -0.703, -0.931], [-1.263, 2.836, 0.165]],
  "homo_energy_ev": -10.10,
  "multiplicity": 1,
  "relative_energy_kj_mol": 596.2,
  "homo_lumo_gap_ev": 8.65,
  "e_tot_ha": -393.49231,
  "largest_force_ev_per_a": 5.071
}